Here is C5H11NO in the gas phase in a non-equilibrium geometry from the Open Molecules 2025 dataset. Energies are from ωB97M-V with the def2-TZVPD basis set.

XYZ file:
```
18
C5H11NO | the Open Molecules 2025 dataset | ωB97M-V with the def2-TZVPD basis set
C -1.046 -2.158 -0.061
C -0.587 -0.950 -0.884
C -1.622 0.164 -0.679
C 0.796 -0.460 -0.480
N 0.864 0.093 0.871
C 0.939 1.427 1.076
O 0.910 2.282 0.217
H -0.854 -1.985 0.996
H -0.509 -3.069 -0.349
H -2.081 -2.425 -0.277
H -0.621 -1.178 -1.951
H -2.474 0.046 -1.348
H -1.931 0.281 0.355
H -1.168 1.126 -0.954
H 1.547 -1.240 -0.589
H 1.015 0.386 -1.123
H 0.777 -0.541 1.645
H 1.129 1.711 2.123
```

The calculation puts the strongest force on any atom at 0.02813 hartree/bohr. For the HOMO-LUMO gap, the calculation gives 10.68 eV. The energy above the lowest of the compared OMol25 structures with the same formula, charge and spin is 0.454 eV. The energy comes out at -327.1147 a.u.

Here are the Mulliken charges for atoms 1 to 2, given in e:
1. C -1.43
2. C 0.74


Here is 2 unconnected molecules or ions with the total composition C5H17N2O in a non-equilibrium geometry from the Open Molecules 2025 dataset. Energies are from ωB97M-V with the def2-TZVPD basis set.

XYZ file:
```
25
C5H17N2O | the Open Molecules 2025 dataset | ωB97M-V with the def2-TZVPD basis set
N -0.386 -1.563 0.682
C -0.823 -0.450 1.588
C -0.267 -0.668 2.993
C -0.334 0.858 0.989
N -0.553 0.901 -0.451
C 0.591 1.405 -1.222
C 0.206 2.179 -2.471
H -1.024 -2.341 0.764
H -0.389 -1.213 -0.287
H 0.567 -1.900 0.827
H -1.900 -0.521 1.650
H -0.461 0.197 3.575
H 0.753 -1.027 3.044
H -0.925 -1.355 3.542
H -0.764 1.704 1.527
H 0.738 0.930 1.151
H -1.334 1.464 -0.762
H 1.278 2.050 -0.664
H 1.241 0.588 -1.556
H 0.126 1.622 -3.410
H 1.025 2.866 -2.723
H -0.669 2.832 -2.430
H 1.800 -2.819 -1.654
H 1.456 -1.518 -2.354
O 1.182 -2.081 -1.628
```

The calculation puts the strongest force on any atom at 0.03560 hartree/bohr. For the HOMO-LUMO gap, the calculation gives 10.18 eV. The energy above the lowest of the compared OMol25 structures with the same formula, charge and spin is 0.663 eV. The charge is +1. The energy comes out at -385.2164 a.u.

Here are the Mulliken charges for atoms 1 to 2, given in e:
1. N -0.23
2. C 0.12


Here is 2 unconnected molecules or ions with the total composition C4H14N3 in a non-equilibrium geometry from the Open Molecules 2025 dataset. Energies are from ωB97M-V with the def2-TZVPD basis set.

XYZ file:
```
21
C4H14N3 | the Open Molecules 2025 dataset | ωB97M-V with the def2-TZVPD basis set
C -1.257 2.526 -0.840
C 1.062 2.797 -1.130
N 0.118 2.037 -0.769
H -1.573 2.803 0.164
H -1.915 1.745 -1.217
H -1.364 3.399 -1.485
H 0.852 3.658 -1.767
H 2.084 2.602 -0.830
H 0.267 0.816 0.103
C 0.732 -3.082 1.073
N -0.528 -2.395 0.796
C -0.426 -1.240 -0.029
N 0.249 -0.143 0.733
H 0.538 -4.008 1.598
H 1.289 -3.271 0.145
H 1.376 -2.450 1.689
H -1.194 -3.061 0.430
H -1.437 -0.885 -0.231
H 0.112 -1.358 -0.978
H -0.206 -0.093 1.645
H 1.223 -0.396 0.898
```

The calculation puts the strongest force on any atom at 0.02076 hartree/bohr. For the HOMO-LUMO gap, the calculation gives 10.35 eV. The energy above the lowest of the compared OMol25 structures with the same formula, charge and spin is 1.720 eV. The charge is +1. The energy comes out at -324.8016 a.u.

Here are the Mulliken charges for atoms 1 to 2, given in e:
1. C -0.92
2. C -0.23


| no. | LUMO level (eV) | HOMO (eV) |
| --- | --- | --- |
| 1 | 0.874 | -9.8 |
| 2 | -2.904 | -13.1 |
| 3 | -2.933 | -13.3 |